[1]
Here is C3H7NO in the gas phase from OMol25. Energies are from wB97M-V/def2-TZVPD.

Properties
energy = -248.46550 Ha
HOMO-LUMO gap = 9.14 eV
SMILES = C=C(N)OC

Structure (ORCA input):
```
! wB97M-V def2-TZVPD RIJCOSX def2/J DEFGRID3
* xyz 0 1
C -1.19195 1.07508 -0.81685
O -0.34001 0.94562 0.30930
C 0.44334 -0.16082 0.41191
C 1.55849 -0.12353 1.14789
N 0.01816 -1.27608 -0.32418
H -0.68544 0.80024 -1.74632
H -2.09842 0.46534 -0.70938
H -1.48499 2.12658 -0.84747
H 0.67422 -2.04090 -0.23367
H 2.09711 -1.03653 1.37357
H 1.93117 0.81313 1.54052
H -0.92168 -1.58813 -0.10532
*
```

These are the Mulliken partial charges, in e, on atoms 1 to 4: C -0.680; O -0.370; C 0.726; C -0.915



[2]
Here is C4H8O2 in the gas phase from OMol25. Energies are from wB97M-V/def2-TZVPD.

Properties
energy = -307.65544 Ha
HOMO-LUMO gap = 10.46 eV
SMILES = C1COCCO1

Structure (ORCA input):
```
! wB97M-V def2-TZVPD RIJCOSX def2/J DEFGRID3
* xyz 0 1
C -0.80496 -1.12151 -0.06842
C -1.33086 0.31090 -0.22669
O -0.32758 1.23000 -0.61255
C 0.81730 1.11775 0.21125
C 1.37171 -0.28626 0.09003
O 0.42558 -1.19196 0.62529
H -1.51646 -1.70502 0.52474
H -0.70288 -1.59790 -1.05611
H -2.08100 0.33312 -1.02403
H -1.80743 0.65020 0.70657
H 0.56021 1.30175 1.26815
H 1.53032 1.87825 -0.11973
H 2.29949 -0.41486 0.65525
H 1.56656 -0.50445 -0.97373
*
```

These are the Mulliken partial charges, in e, on atoms 1 to 4: C -0.414; C -0.414; O -0.370; C -0.426



[3]
Here is C5H8O as an isolated structure at a distorted geometry from OMol25. Energies are from wB97M-V/def2-TZVPD.

Properties
energy = -270.38601 Ha
HOMO-LUMO gap (alpha / beta) = 7.92 / 8.14 eV

Structure (ORCA input):
```
! wB97M-V def2-TZVPD RIJCOSX def2/J DEFGRID3
* xyz 0 1
C -1.20304 -1.20782 -0.66656
C -1.60652 0.18657 -0.46569
C -0.13842 0.64057 -0.08092
C 0.78272 0.56026 1.14774
C 1.83517 0.26423 0.07459
O 0.94583 0.87999 -0.90801
H -1.09287 -1.57925 -1.69120
H -1.53806 -1.99038 0.02289
H -2.29292 0.30441 0.38095
H -1.99608 0.69980 -1.34652
H 0.51946 -0.17029 1.90075
H 1.05184 1.50869 1.65340
H 2.83921 0.70784 0.13377
H 1.89366 -0.80461 -0.15521
*
```

These are the Mulliken partial charges, in e, on atoms 1 to 4: C -0.917; C -0.172; C 0.164; C -0.343



[4]
Here is a 9-piece molecular cluster, C44H73BBrN4O31P2S overall at a distorted geometry from OMol25. Energies are from wB97M-V/def2-TZVPD.

Properties
energy = -7951.64650 Ha
HOMO-LUMO gap = 8.26 eV

Structure (ORCA input):
```
! wB97M-V def2-TZVPD RIJCOSX def2/J DEFGRID3
* xyz 1 1
C 3.17081 0.39089 3.99104
C 4.04603 0.04232 2.77676
C 3.85548 0.98278 1.61094
O 2.59725 0.74853 0.96929
C 2.72465 0.25470 -0.32677
N 1.37644 -0.19040 -0.71003
C 0.79736 -1.19517 -0.09704
N 1.49990 -1.91127 0.87901
C 0.98388 -1.81058 2.25823
C 1.96984 -3.28947 0.58622
C 3.37201 -3.39201 0.10875
O 1.23777 -4.23167 0.87054
C -0.64811 -1.32757 -0.50800
C -1.34884 -0.39815 0.58372
C -0.76680 0.83827 1.27999
N -0.99843 0.71280 2.72940
C -1.33374 -2.69733 -0.24482
B -1.63085 -3.93681 -1.22378
O -2.77409 -3.85917 -2.03475
O -0.90106 -5.11152 -1.20816
C -0.49340 -0.84893 -2.00079
C -1.82484 -0.64930 -2.82871
Br -1.70821 0.58113 -4.35084
C -3.06518 -0.29165 -2.02454
C -4.33742 -0.08101 -2.84800
P 0.47791 -2.15116 -2.87137
O 1.69769 -2.53742 -2.14382
O -0.55677 -3.33864 -3.04153
O 0.72745 -1.62116 -4.33494
C 0.55249 0.35943 -1.83475
C -0.21817 1.67499 -1.55823
C 0.42015 2.82156 -0.79627
C -0.59955 3.75985 -0.22069
N 1.68960 2.92371 -0.74146
P 1.74345 0.90643 -3.24895
S 3.45695 0.05090 -3.61394
H 2.55572 1.26508 3.78203
H 2.49376 -0.41906 4.24548
H 3.77629 0.60265 4.86721
H 5.09848 0.04600 3.05308
H 3.79818 -0.96543 2.43631
H 4.67219 0.90046 0.89163
H 3.85067 2.01331 1.95788
H 3.40304 -0.59431 -0.40162
H 3.03170 1.03769 -1.01138
H 1.68751 -2.34549 2.89240
H 1.00322 -0.76962 2.55836
H -0.00406 -2.23858 2.39610
H 3.98517 -2.63157 0.58482
H 3.40285 -3.27926 -0.96683
H 3.75080 -4.36716 0.40750
H -2.36113 -0.16837 0.27269
H -1.50088 -1.08117 1.41647
H -1.30506 1.70794 0.92807
H 0.28569 1.04559 1.11085
H -0.35524 1.32376 3.21503
H -1.92287 1.06762 2.93889
H -0.78817 -3.08519 0.61295
H -2.33139 -2.47909 0.13631
H -3.58012 -3.95063 -1.52707
H -0.91180 -5.54830 -0.34954
H -2.03646 -1.60322 -3.30398
H -3.26354 -1.08090 -1.30791
H -2.87557 0.65532 -1.52752
H -4.46755 0.96323 -3.11711
H -5.18012 -0.31696 -2.19939
H -4.39664 -0.72281 -3.72333
H -0.05662 -4.12577 -3.29904
H -0.06378 -1.66304 -4.88618
H -0.43967 2.10086 -2.54020
H -1.19372 1.45995 -1.13805
H -0.28990 4.79757 -0.31094
H -1.57783 3.57104 -0.64915
H -0.64671 3.54759 0.84526
H 1.98140 3.74270 -0.21060
H 1.88994 2.24308 -2.93149
H 0.93912 0.94608 -4.36943
C 0.00050 -6.77572 2.79281
C -0.68467 -6.27939 4.05308
O -1.46502 -5.17226 3.55231
C -1.68192 -5.35315 2.25389
O -2.40771 -4.67046 1.59266
O -0.95130 -6.37539 1.77185
H 0.15982 -7.84548 2.76636
H 0.94295 -6.26616 2.59380
H -1.36215 -7.01236 4.48805
H 0.00868 -5.93361 4.81393
C 6.43484 1.99855 -1.98015
C 5.86990 3.20558 -2.70792
O 4.96032 3.72835 -1.71850
C 5.37003 3.32979 -0.49925
O 4.91703 3.73978 0.52400
O 6.33275 2.40067 -0.59884
H 7.46433 1.76203 -2.22770
H 5.80173 1.12436 -2.12729
H 6.62163 3.96130 -2.93684
H 5.32561 2.94662 -3.61111
C -0.84435 -8.53564 -1.77831
C 0.58018 -8.01165 -1.74011
O 1.23351 -8.98521 -0.91525
C 0.53007 -10.14531 -0.97171
O 0.89620 -11.17355 -0.51327
O -0.64796 -9.94566 -1.59845
H -1.35793 -8.34235 -2.71472
H -1.44715 -8.15875 -0.95345
H 1.04888 -8.01301 -2.72515
H 0.67055 -7.02366 -1.30189
C -5.05762 5.43769 0.53422
C -5.50430 4.29951 -0.37202
O -4.47114 3.32472 -0.13767
C -3.92105 3.56399 1.06278
O -3.15841 2.82201 1.60574
O -4.33307 4.73550 1.56271
H -5.87526 5.99922 0.97385
H -4.37132 6.12432 0.03779
H -6.45849 3.86830 -0.07446
H -5.54210 4.55677 -1.42435
C 2.21360 6.27684 -1.38162
C 3.50714 6.54009 -2.12445
O 3.04453 7.22150 -3.29592
C 1.85085 7.79933 -3.01273
O 1.28725 8.56651 -3.71620
O 1.38762 7.36313 -1.81581
H 2.33733 6.28798 -0.30324
H 1.74550 5.33552 -1.67960
H 4.18354 7.19579 -1.57364
H 4.00699 5.60351 -2.34407
C -1.00923 -1.73035 5.11764
C -2.22884 -1.97722 5.99032
O -1.88293 -3.20290 6.64383
C -0.54117 -3.33027 6.64894
O 0.05788 -4.16395 7.24231
O 0.02804 -2.38619 5.85907
H -0.78535 -0.67599 4.98264
H -1.09712 -2.21129 4.14170
H -2.36403 -1.20181 6.74525
H -3.15102 -2.09991 5.43059
C -7.75388 1.37000 -5.06482
C -8.97941 2.17644 -4.66591
O -8.67560 2.52264 -3.30586
C -7.34293 2.48421 -3.13761
O -6.76049 2.88028 -2.17943
O -6.74400 1.93256 -4.21452
H -7.47119 1.48364 -6.10658
H -7.85773 0.31006 -4.82966
H -9.08207 3.09451 -5.24467
H -9.90800 1.61653 -4.70893
C 4.20978 5.73049 3.17467
C 4.56702 4.26887 3.39425
O 3.40351 3.60119 2.87723
C 2.80588 4.41519 1.99831
O 1.93049 4.08370 1.25925
O 3.32905 5.64811 2.04145
H 5.05994 6.36238 2.93934
H 3.65853 6.15865 4.01192
H 5.43045 3.95551 2.80816
H 4.71488 4.00490 4.43670
*
```

These are the Mulliken partial charges, in e, on atoms 1 to 4: C -1.093; C -0.273; C 0.349; O -0.147



[5]
Here is C19H20N2V as an isolated structure at a distorted geometry from OMol25. Energies are from wB97M-V/def2-TZVPD.

Properties
energy = -1789.30563 Ha
HOMO-LUMO gap (alpha / beta) = 1.33 / 6.35 eV

Structure (ORCA input):
```
! wB97M-V def2-TZVPD RIJCOSX def2/J DEFGRID3
* xyz -2 4
C -1.29751 0.04047 -1.57612
C -1.74727 0.86760 -0.48943
C -2.01009 0.05148 0.63184
C -1.69105 -1.28324 0.29730
C -1.29079 -1.32126 -1.07515
V 0.55354 -0.23081 -0.47312
N 1.31445 -1.41249 -1.47915
C 1.54715 1.50808 -0.67097
C 0.54549 2.12837 0.07896
H -2.44337 0.39309 1.57243
H -2.03576 1.91241 -0.57733
H -1.83840 -2.15448 0.93737
H -1.18960 -2.22468 -1.68775
H -1.15581 0.34243 -2.61371
H -0.17651 2.73685 -0.44974
H 2.54856 1.22359 -0.27631
H 2.08831 -1.54746 -2.16778
H 0.75295 2.52078 1.07305
H 1.57669 1.48728 -1.78767
C 0.47888 -4.99474 2.40669
C 0.43778 -4.63950 1.05488
C 0.66788 -3.31771 0.69922
C 0.85419 -2.31175 1.67690
C 0.86619 -2.68388 3.03932
C 0.71275 -4.02369 3.38996
N 1.06131 -0.97219 1.31241
C 2.00404 -0.27570 2.10857
C 1.69555 0.94938 2.73810
C 2.69747 1.66448 3.39541
C 3.98762 1.13471 3.52386
C 4.26719 -0.12869 2.99470
C 3.28616 -0.82716 2.30474
H 0.32650 -6.03549 2.67820
H 0.24108 -5.35625 0.25033
H 0.74157 -3.05893 -0.35906
H 1.02488 -1.91254 3.79817
H 0.78354 -4.30821 4.43882
H 0.67278 1.33446 2.66254
H 2.47368 2.65171 3.80778
H 4.77036 1.70138 4.03104
H 5.25011 -0.57987 3.11582
H 3.48371 -1.82705 1.91916
*
```

These are the Mulliken partial charges, in e, on atoms 1 to 4: C -0.693; C -0.602; C -0.538; C -0.445



[6]
Here is C7H9NO in the gas phase at a distorted geometry from OMol25. Energies are from wB97M-V/def2-TZVPD.

Properties
energy = -401.96937 Ha
HOMO-LUMO gap = 10.04 eV
SMILES = [H]/N=C(/C)O/C=C\C=C=C

Structure (ORCA input):
```
! wB97M-V def2-TZVPD RIJCOSX def2/J DEFGRID3
* xyz 0 1
C -2.03481 0.64947 -0.10774
C -1.01354 0.90612 0.66210
C -2.09120 0.11366 -1.50787
C 1.28239 0.32211 1.03773
C -1.47892 -0.94437 -1.89773
C 2.49833 1.09168 1.51347
C -1.19497 -2.16169 -2.23711
N 1.30155 -0.93539 0.97804
O 0.36999 1.14376 0.39756
H -3.00088 0.96566 0.16498
H -1.15568 1.06728 1.67259
H -2.68175 0.78972 -2.29147
H 3.35777 0.42447 1.57119
H 2.43582 1.25802 2.57593
H 2.54891 1.92798 0.73766
H -1.90052 -3.10197 -2.08622
H 0.33016 -1.27663 0.75143
H -0.17486 -2.38037 -2.41367
*
```

These are the Mulliken partial charges, in e, on atoms 1 to 4: C -0.107; C -0.489; C -0.282; C 0.667



[7]
Here is C21H31BN7O5W as an isolated structure at a distorted geometry from OMol25. Energies are from wB97M-V/def2-TZVPD.

Properties
energy = -1670.26017 Ha
HOMO-LUMO gap (alpha / beta) = 6.88 / 8.59 eV

Structure (ORCA input):
```
! wB97M-V def2-TZVPD RIJCOSX def2/J DEFGRID3
* xyz 1 3
W -0.05237 -0.10005 0.15317
O -0.57964 0.58320 2.86401
C -1.16632 -0.54107 3.50961
C -0.58283 -1.83540 2.96614
N -0.68638 -1.93859 1.49003
C -2.10182 -2.15450 1.09915
C -2.20278 -2.04920 -0.43168
O -2.86226 -2.81491 -1.07442
O -1.49864 -1.03832 -0.89772
C 0.09815 -3.12140 1.01740
C 1.19264 -2.77758 -0.00417
O 1.93004 -3.63061 -0.40166
O 1.23080 -1.50599 -0.34821
H 0.21681 0.84624 3.33883
H -2.23898 -0.47629 3.33147
H -1.00767 -0.50566 4.58806
H -1.09017 -2.68386 3.43648
H 0.47261 -1.87956 3.23821
H -2.72062 -1.36919 1.52680
H -2.47218 -3.12416 1.43319
H -0.55335 -3.84448 0.52553
H 0.57254 -3.63900 1.84924
C 3.08670 -1.07375 1.97789
C 2.66115 0.35352 1.90722
C 3.28209 1.44613 2.50270
C 2.57250 2.56696 2.09376
C 2.82322 3.99390 2.43842
N 1.56301 2.14888 1.31895
N 1.60559 0.78872 1.19336
B 0.65680 2.97817 0.37854
N 0.88923 2.46245 -1.05002
N 0.58541 1.16663 -1.34236
C 0.85982 0.95682 -2.64545
C 0.67037 -0.36011 -3.31821
C 1.34077 2.14849 -3.18450
C 1.34264 3.07446 -2.15504
C 1.76112 4.50183 -2.19149
N -0.82830 2.72530 0.72979
N -1.43409 1.52989 0.43471
C -2.76621 1.73494 0.51806
C -3.81427 0.73053 0.17258
C -2.99944 3.04999 0.89735
C -1.75558 3.64852 1.01345
C -1.44088 5.05198 1.39724
H 3.94010 -1.16455 2.64547
H 3.37923 -1.43302 0.99169
H 2.29538 -1.72711 2.34626
H 4.15834 1.43247 3.12863
H 3.58715 4.04680 3.20985
H 1.92023 4.48074 2.80525
H 3.17231 4.55231 1.56874
H 0.91672 4.13163 0.46706
H 0.03265 -1.01609 -2.73911
H 1.63289 -0.85196 -3.46437
H 0.21616 -0.21819 -4.29751
H 1.64909 2.31697 -4.20213
H 2.10537 4.74851 -3.19238
H 2.57214 4.69189 -1.48777
H 0.93315 5.16462 -1.93775
H -3.52838 0.14927 -0.69903
H -4.73679 1.26031 -0.05430
H -4.03211 0.04973 0.99613
H -3.95826 3.51751 1.04481
H -2.34554 5.54484 1.74375
H -1.04755 5.61805 0.55178
H -0.69773 5.08195 2.19357
*
```

These are the Mulliken partial charges, in e, on atoms 1 to 4: W 2.886; O -0.288; C -0.988; C -0.694



[8]
Here is C28H80BF3HgNO12S as an isolated structure at a distorted geometry from OMol25. Energies are from wB97M-V/def2-TZVPD.

Properties
energy = -2948.06221 Ha
HOMO-LUMO gap = 7.25 eV

Structure (ORCA input):
```
! wB97M-V def2-TZVPD RIJCOSX def2/J DEFGRID3
* xyz 1 1
Hg -4.26923 -0.93134 2.94587
N -0.18093 0.34792 4.45194
H -0.16263 0.15255 3.42134
H -0.01967 1.34672 4.60426
H 0.52944 -0.20267 4.93567
H -1.13025 0.09855 4.83742
B -3.12059 -0.23017 4.77690
H -2.83499 0.41988 3.76337
H -2.58187 0.30520 5.70979
H -4.34976 -0.16147 5.00377
H -2.78085 -1.39591 4.62482
C -0.75378 0.36159 0.03900
F -1.09043 -0.35285 -1.04911
F 0.46894 0.83277 -0.07567
F -1.61935 1.36632 0.15859
S -0.89408 -0.74997 1.48606
O -0.29447 -1.98612 1.11037
O -0.20546 -0.01801 2.53301
O -2.33309 -0.85023 1.73000
C 2.37179 -0.60995 -2.58136
C 2.72670 -1.94490 -3.21957
C 2.40059 -2.07271 -4.68306
O 4.15978 -2.17738 -3.11279
H 2.62777 0.22709 -3.23685
H 2.95380 -0.48489 -1.66059
H 1.31800 -0.52683 -2.31874
H 2.30746 -2.76618 -2.62705
H 2.85726 -2.99866 -5.02872
H 2.83737 -1.25108 -5.25341
H 1.32577 -2.07428 -4.85665
H 4.50048 -1.77346 -2.30928
C -0.83954 -0.19590 -4.45921
C -1.55772 1.09292 -4.08522
C -0.66167 2.23888 -3.68973
O -2.42179 1.46277 -5.16645
H -1.59372 -0.90625 -4.79812
H -0.29316 -0.65021 -3.63433
H -0.13434 -0.02768 -5.27813
H -2.20548 0.84044 -3.23903
H -0.06674 2.57359 -4.55457
H 0.15730 1.97181 -3.01310
H -1.20330 3.10304 -3.31525
H -1.89904 1.86762 -5.86675
C -3.47469 4.90022 -3.66253
C -4.39682 4.49456 -2.52442
C -3.80791 3.41330 -1.62834
O -4.75567 5.62267 -1.73791
H -2.45360 5.10453 -3.32818
H -3.89380 5.78661 -4.13938
H -3.39799 4.14225 -4.44627
H -5.29047 4.06558 -2.98241
H -2.82241 3.63987 -1.19965
H -3.73699 2.42729 -2.10247
H -4.40124 3.21193 -0.72640
H -3.95901 5.99821 -1.34912
C -5.31810 -2.72042 -1.01776
C -4.49056 -1.65238 -0.33986
C -4.27344 -0.39985 -1.12952
O -5.19632 -1.32629 0.93570
H -4.74919 -3.39047 -1.65684
H -6.18845 -2.30311 -1.53439
H -5.76649 -3.36589 -0.25393
H -3.55192 -2.11995 -0.05181
H -5.20091 0.01107 -1.54799
H -3.62339 -0.60337 -1.98081
H -3.86974 0.41684 -0.53262
H -6.10262 -1.08494 0.70220
C 3.14038 3.95224 3.81593
C 1.65609 4.23102 3.60131
C 0.92388 3.03270 3.04677
O 1.04003 4.60306 4.84311
H 3.22137 3.34993 4.72533
H 3.69708 4.87378 3.98332
H 3.57304 3.37788 2.99698
H 1.51688 5.07793 2.91724
H 1.28031 2.79701 2.04749
H -0.14938 3.23672 3.07396
H 1.06710 2.14245 3.66906
H 1.33555 5.47877 5.10665
C -2.45644 -4.95007 3.88725
C -2.66717 -4.10171 2.64073
C -2.80401 -4.91697 1.38499
O -3.85965 -3.24735 2.82205
H -1.59167 -5.59014 3.71771
H -3.33161 -5.55959 4.11335
H -2.24481 -4.28863 4.72787
H -1.83359 -3.40542 2.57802
H -3.51558 -5.74227 1.44438
H -1.82101 -5.30824 1.11066
H -3.09082 -4.27939 0.54456
H -4.64698 -3.80554 2.82644
C 1.98695 -5.66048 -1.09274
C 1.61931 -4.79651 0.09725
C 2.55139 -3.62047 0.26794
O 0.25597 -4.40116 -0.02574
H 1.27336 -6.47592 -1.19163
H 2.97498 -6.09428 -0.91264
H 2.08544 -5.07849 -2.00996
H 1.71340 -5.44782 0.98271
H 3.59160 -3.91241 0.40558
H 2.22687 -2.96204 1.07978
H 2.54380 -2.95613 -0.60338
H 0.09497 -3.56672 0.44336
C 5.48968 0.68692 2.05365
C 4.53379 -0.38498 2.47687
C 3.08539 -0.02233 2.14907
O 4.89752 -1.60557 1.80196
H 6.52987 0.39610 2.20157
H 5.35779 1.61600 2.61666
H 5.35763 0.94616 0.99937
H 4.60028 -0.53013 3.56228
H 2.41925 -0.75576 2.60111
H 2.91031 -0.00524 1.07129
H 2.89877 0.98775 2.51692
H 4.86942 -2.31644 2.44719
C 5.15263 2.54786 -1.76145
C 4.03208 3.14230 -2.59760
C 2.71892 3.11994 -1.84184
O 4.36753 4.48869 -2.95473
H 6.13074 2.72597 -2.20404
H 4.97050 1.51487 -1.46786
H 5.18513 3.11633 -0.81595
H 3.91000 2.58442 -3.52821
H 2.41085 2.07989 -1.68827
H 1.92888 3.61019 -2.41271
H 2.76691 3.61887 -0.87039
H 4.79631 4.91361 -2.20524
*
```

These are the Mulliken partial charges, in e, on atoms 1 to 4: Hg 0.908; N -0.307; H 1.114; H 0.459